Arrangement one

The following is a quantum chemistry calculation of 2 unconnected molecules or ions with the total composition C2H8N2O2, from the OMol25 dataset.

```
14
Properties=species:S:1:pos:R:3:lowdin_charge:R:1
O 0.638 0.238 2.376 0.01
C 0.647 0.929 1.385 -0.37
N -0.076 0.688 0.266 0.02
C -0.999 -0.420 0.184 -0.25
N -0.415 -1.518 -0.600 0.00
H 1.247 1.849 1.331 0.13
H -0.021 1.341 -0.507 0.12
H -1.239 -0.714 1.202 0.11
H -1.904 -0.083 -0.312 0.12
H -1.130 -2.209 -0.811 0.08
H 0.340 -1.947 -0.077 0.09
H 0.936 0.279 -3.257 0.04
H 0.108 -0.369 -2.087 -0.01
O 0.251 0.448 -2.601 -0.09
```

**Gap between HOMO and LUMO**: 10.7 eV
**SMILES string**: NCNC=O.O

---

Arrangement two

The following is a quantum chemistry calculation of 2 unconnected molecules or ions with the total composition C2H8N2O2, from the OMol25 dataset.

```
14
Properties=species:S:1:pos:R:3:lowdin_charge:R:1
N 0.780 -2.391 0.025 0.01
C 0.939 -1.207 -0.811 -0.34
N 1.597 -0.160 -0.001 -0.01
H -0.177 -2.499 0.328 0.07
H 1.038 -3.223 -0.488 0.06
H -0.034 -0.881 -1.179 0.10
H 1.588 -1.390 -1.669 0.11
H 1.963 -0.490 0.874 0.08
H 2.077 0.464 -0.626 0.08
O -1.352 2.076 -0.647 0.05
C -1.453 1.684 0.487 -0.41
O -0.904 0.554 0.931 0.01
H -1.968 2.298 1.236 0.13
H 0.008 0.456 0.530 0.05
```

**Gap between HOMO and LUMO**: 10.7 eV
**SMILES string**: O=CO.NCN

---

Which is the most stable structure? arrangement one is the most stable.

---

Arrangement one

The following is a quantum chemistry calculation of 2 unconnected molecules or ions with the total composition C2H3NO2, from the OMol25 dataset.

```
8
Properties=species:S:1:pos:R:3:lowdin_charge:R:1
C -1.827 -0.424 -0.355 -0.43
C 1.871 -0.016 0.081 -0.15
N -2.310 0.511 0.220 0.20
O -1.611 -1.425 -0.875 0.18
O 1.279 -0.243 -0.941 0.01
H 1.861 -0.500 1.086 0.08
H -1.845 1.269 0.523 0.03
H 2.582 0.828 0.262 0.08
```

**Gap between HOMO and LUMO**: 10.9 eV
**SMILES string**: N=C=O.C=O

---

Arrangement two

The following is a quantum chemistry calculation of a single C2H3NO2 molecule, from the OMol25 dataset.

```
8
Properties=species:S:1:pos:R:3:lowdin_charge:R:1
C 0.058 0.998 -1.042 -0.36
C -0.482 0.092 -0.064 -0.03
N 0.068 -1.409 1.582 0.07
O -0.548 1.662 -1.769 0.08
O 0.455 -0.622 0.640 -0.14
H 1.192 1.102 -1.184 0.14
H -1.626 0.224 0.135 0.17
H 0.883 -2.048 1.702 0.08
```

**Gap between HOMO and LUMO (alpha / beta)**: 8.9 / 8.8 eV

---

Which is the most stable structure? arrangement one is the most stable.

---

Arrangement one

The following is a quantum chemistry calculation of 2 unconnected molecules or ions with the total composition C2H3NO2, from the OMol25 dataset.

```
8
Properties=species:S:1:pos:R:3:lowdin_charge:R:1
C 0.807 -0.224 -0.737 0.01
C 0.957 -0.418 0.427 0.03
N -2.796 -0.187 0.059 -0.12
O -2.287 -1.158 0.563 0.00
O -2.065 0.808 -0.447 0.02
H 0.389 -0.115 -1.681 0.03
H 1.496 -0.626 1.290 0.02
H -1.135 0.603 -0.332 0.02
```

**Gap between HOMO and LUMO**: 10.6 eV
**SMILES string**: O=NO.C#C

---

Arrangement two

The following is a quantum chemistry calculation of 2 unconnected molecules or ions with the total composition C2H3NO2, from the OMol25 dataset.

```
8
Properties=species:S:1:pos:R:3:lowdin_charge:R:1
C 1.873 -1.195 1.087 -0.07
C -0.793 -0.749 0.389 -0.24
N -1.302 0.560 0.552 0.04
O 2.688 -0.395 0.803 0.03
O -0.733 0.028 -0.654 -0.04
H 1.892 -2.267 1.001 0.04
H -1.041 -1.800 0.674 0.12
H -2.336 0.720 0.373 0.12
```

**Gap between HOMO and LUMO (alpha / beta)**: 8.4 / 8.4 eV

---

Which is the most stable structure? arrangement one is the most stable.

---

Arrangement one

The following is a quantum chemistry calculation of a molecular structure, C2H3NO2, from the OMol25 dataset.

```
8
Properties=species:S:1:pos:R:3:lowdin_charge:R:1
C -1.036 0.910 -2.994 -0.48
C -0.233 -0.964 -0.931 -0.16
N -0.795 0.510 -4.040 0.19
O -1.148 1.236 -1.830 0.12
O 0.182 0.315 -1.089 -0.01
H 0.484 -1.473 -0.167 0.16
H -0.266 -1.665 -1.747 0.09
H -1.114 -0.975 -0.312 0.09
```

**Gap between HOMO and LUMO**: 8.3 eV

---

Arrangement two

The following is a quantum chemistry calculation of a single C2H3NO2 molecule, from the OMol25 dataset.

```
8
Properties=species:S:1:pos:R:3:lowdin_charge:R:1
C -1.098 -0.141 -0.339 -0.12
C 0.249 -0.829 -0.007 -0.18
N 0.991 1.241 -0.281 0.07
O -2.035 0.230 0.188 0.17
O 0.703 0.297 0.660 -0.21
H 0.000 -1.637 0.592 0.10
H 0.570 -1.217 -0.999 0.13
H 0.619 2.056 0.186 0.04
```

**Gap between HOMO and LUMO (alpha / beta)**: 9.5 / 7.5 eV

---

Arrangement three

The following is a quantum chemistry calculation of a single C2H3NO2 molecule, from the OMol25 dataset.

```
8
Properties=species:S:1:pos:R:3:lowdin_charge:R:1
C 0.400 -0.086 -0.803 -0.21
C -0.402 -0.138 0.237 0.08
N 0.323 -0.856 -1.947 0.07
O 2.471 -1.372 -1.998 -0.03
O 1.281 -1.558 -2.396 -0.10
H 1.158 0.583 -0.759 0.07
H -1.061 -0.896 0.157 0.03
H -0.238 0.466 1.135 0.09
```

**Gap between HOMO and LUMO (alpha / beta)**: 9.4 / 8.8 eV

---

Which is the most stable structure? arrangement one is the most stable.

---

Arrangement one

The following is a quantum chemistry calculation of a single C2H3NO2 molecule, from the OMol25 dataset.

```
8
Properties=species:S:1:pos:R:3:lowdin_charge:R:1
C 0.108 0.168 0.251 0.04
C -1.301 0.022 -0.047 0.02
N 1.164 0.191 0.745 0.07
O 2.337 -0.593 -0.740 -0.25
O 2.378 0.104 0.418 -0.14
H -1.896 0.942 0.106 0.12
H -1.315 0.001 -1.119 0.11
H -1.476 -0.835 0.385 0.04
```

**Gap between HOMO and LUMO (alpha / beta)**: 7.4 / 7.4 eV

---

Arrangement two

The following is a quantum chemistry calculation of 2 unconnected molecules or ions with the total composition C2H3NO2, from the OMol25 dataset.

```
8
Properties=species:S:1:pos:R:3:lowdin_charge:R:1
C 1.936 0.057 0.573 -0.04
C 0.024 -0.279 -0.409 -0.28
N -0.630 -1.389 0.000 0.01
O 1.955 1.134 1.071 0.03
O -1.086 -0.089 0.341 -0.02
H 2.659 -0.681 0.635 0.06
H 0.218 0.008 -1.460 0.12
H -1.286 -1.734 -0.758 0.13
```

**Gap between HOMO and LUMO**: 9.5 eV

---

Arrangement three

The following is a quantum chemistry calculation of a single C2H3NO2 molecule, from the OMol25 dataset.

```
8
Properties=species:S:1:pos:R:3:lowdin_charge:R:1
C -0.952 -1.019 0.769 0.00
C 0.985 1.072 -0.668 -0.31
H -1.156 -0.446 1.529 0.05
H -1.445 -1.917 0.360 0.11
H 1.069 0.400 -1.591 0.16
N -0.364 -0.671 -0.248 0.03
O 0.325 0.415 0.274 -0.07
O 1.539 2.166 -0.424 0.03
```

**Gap between HOMO and LUMO**: 11.4 eV
**SMILES string**: C=NOC=O

---

Which is the most stable structure? arrangement three is the most stable.

---

Arrangement one

The following is a quantum chemistry calculation of 2 unconnected molecules or ions with the total composition C2H3NO2, from the OMol25 dataset.

```
8
Properties=species:S:1:pos:R:3:lowdin_charge:R:1
C 1.068 2.353 -0.811 -0.03
C -0.803 -1.218 -0.213 -0.03
N -0.245 -0.139 0.205 -0.09
O 1.034 1.955 -1.864 0.01
O 0.202 -0.214 1.580 -0.10
H -1.047 -1.424 -1.276 0.08
H -0.616 -2.012 0.532 0.08
H 0.406 0.698 1.847 0.08
```

**Gap between HOMO and LUMO**: 11.6 eV

---

Arrangement two

The following is a quantum chemistry calculation of 2 unconnected molecules or ions with the total composition C2H3NO2, from the OMol25 dataset.

```
8
Properties=species:S:1:pos:R:3:lowdin_charge:R:1
C -0.525 0.134 1.626 -0.64
C 0.294 -0.172 -1.692 0.11
N 0.237 0.889 0.916 0.27
O -1.596 -0.220 1.953 0.18
O 0.799 -0.174 1.761 0.12
H 0.865 0.623 -1.930 -0.06
H 0.694 -0.885 -0.860 0.03
H -0.769 -0.195 -1.773 -0.01
```

**Gap between HOMO and LUMO (alpha / beta)**: 11.3 / 7.0 eV

---

Which is the most stable structure? arrangement one is the most stable.

---

Arrangement one

The following is a quantum chemistry calculation of 6 unconnected molecules or ions with the total composition C6H23NO6, from the OMol25 dataset.

```
36
Properties=species:S:1:pos:R:3:lowdin_charge:R:1
C 1.725 -0.712 -0.550 -0.11
C 1.990 -0.789 -2.081 -0.20
C 0.732 -0.968 -2.938 -0.11
C 0.391 -0.057 -0.301 -0.43
N 0.369 1.329 -0.302 -0.11
C 1.526 2.095 0.159 -0.05
C -0.881 2.019 -0.142 -0.06
O -0.707 -0.625 -0.360 -0.02
H 1.862 -1.608 0.038 0.11
H 2.482 -0.029 -0.176 0.09
H 2.554 0.078 -2.414 0.10
H 2.554 -1.712 -2.225 0.10
H 0.079 -0.099 -3.036 0.07
H 1.058 -1.235 -3.935 0.07
H 0.088 -1.775 -2.586 0.08
H 2.077 2.438 -0.725 0.10
H 1.262 2.983 0.732 0.09
H 2.199 1.545 0.812 0.08
H -0.775 3.095 -0.316 0.10
H -1.581 1.837 -0.966 0.08
H -1.402 1.841 0.795 0.09
H -2.143 -0.147 -1.582 -0.04
H -3.525 -0.467 -2.369 0.04
O -2.621 -0.154 -2.405 -0.05
H -2.074 -1.767 2.140 0.02
H -1.684 -2.748 1.062 0.06
O -1.484 -2.517 1.974 -0.05
H 1.083 0.569 2.945 -0.01
H 0.463 0.813 4.332 0.03
O 0.990 1.226 3.643 -0.06
H 0.068 -1.836 2.061 0.01
H 1.031 -1.254 3.124 0.03
O 0.950 -1.402 2.177 -0.07
H -3.349 0.545 1.577 0.05
H -2.495 -0.299 0.462 0.02
O -2.809 -0.215 1.375 -0.05
```

**Gap between HOMO and LUMO**: 9.9 eV
**SMILES string**: CCCC(=O)N(C)C.O.O.O.O.O

---

Arrangement two

The following is a quantum chemistry calculation of 6 unconnected molecules or ions with the total composition C6H23NO6, from the OMol25 dataset.

```
36
Properties=species:S:1:pos:R:3:lowdin_charge:R:1
C -1.772 0.435 2.024 -0.05
C -0.505 1.239 1.714 -0.20
N 0.556 0.470 1.082 0.08
C 0.817 0.501 -0.231 -0.46
C 1.964 -0.367 -0.715 -0.34
C 1.618 -1.048 -2.018 -0.06
C 3.170 0.558 -0.901 -0.06
O 0.155 1.162 -1.035 0.01
H -1.539 -0.620 1.915 0.06
H -2.568 0.649 1.303 0.06
H -2.232 0.774 2.950 0.08
H -0.606 2.164 1.148 0.12
H -0.092 1.583 2.661 0.11
H 1.135 -0.117 1.658 0.12
H 2.216 -1.048 0.090 0.12
H 0.609 -1.467 -1.993 0.08
H 2.308 -1.797 -2.397 0.08
H 1.534 -0.296 -2.809 0.09
H 3.486 1.104 -0.007 0.08
H 2.928 1.331 -1.635 0.08
H 4.064 0.045 -1.261 0.08
H -3.341 -1.324 -0.855 0.05
H -2.034 -0.638 -0.883 0.00
O -2.403 -1.537 -0.855 -0.06
H -1.529 -2.735 0.574 0.01
H -2.703 -2.862 1.375 0.04
O -1.823 -3.263 1.340 -0.08
H -1.748 1.437 -0.450 -0.01
H -2.241 1.206 -1.931 0.06
O -2.508 1.259 -1.012 -0.06
H -0.059 -2.744 2.156 0.02
H 1.278 -3.140 1.531 0.05
O 0.787 -2.380 1.847 -0.06
H 1.057 3.496 -1.458 0.01
H -0.406 3.745 -1.483 0.02
O 0.427 4.226 -1.440 -0.06
```

**Gap between HOMO and LUMO**: 10.5 eV
**SMILES string**: CCNC(=O)C(C)C.O.O.O.O.O

---

Which is the most stable structure? arrangement two is the most stable.

---

Arrangement one

The following is a quantum chemistry calculation of 2 unconnected molecules or ions with the total composition C3H11N3, from the OMol25 dataset.

```
17
Properties=species:S:1:pos:R:3:lowdin_charge:R:1
C 0.303 -1.703 -1.261 -0.09
C 0.404 -1.804 0.284 -0.34
N -0.772 -2.501 0.837 -0.04
H 0.463 -0.647 -1.504 0.05
H -0.714 -1.965 -1.537 0.06
H 1.042 -2.358 -1.713 0.06
H 0.413 -0.808 0.775 0.09
H 1.306 -2.352 0.538 0.09
H -1.544 -1.872 0.663 0.06
H -0.631 -2.679 1.822 0.06
N 0.829 2.343 -0.210 0.08
C -0.418 2.778 0.071 -0.40
N -0.704 3.292 1.212 0.02
H 1.071 1.857 -1.053 0.07
H 1.664 2.528 0.314 0.10
H -1.098 2.882 -0.791 0.12
H -1.614 3.009 1.552 0.02
```

**Gap between HOMO and LUMO**: 9.6 eV
**SMILES string**: [H]/N=C/N.CCN

---

Arrangement two

The following is a quantum chemistry calculation of 2 unconnected molecules or ions with the total composition C3H11N3, from the OMol25 dataset.

```
17
Properties=species:S:1:pos:R:3:lowdin_charge:R:1
C -1.357 2.176 0.661 -0.18
N -0.076 1.646 1.037 -0.21
C 0.759 2.617 1.900 -0.13
H -2.074 2.127 1.472 0.07
H -1.542 1.560 -0.248 0.09
H -1.236 3.225 0.485 0.06
H -0.157 0.834 1.682 0.09
H 0.065 3.443 2.391 0.10
H 1.460 2.150 2.653 0.08
H 1.438 3.139 1.263 0.04
N -0.075 -3.089 -0.991 0.03
C 0.809 -3.299 -2.049 -0.36
N 0.295 -3.971 -3.025 0.04
H -0.202 -2.221 -0.480 0.07
H -0.948 -3.634 -0.946 0.09
H 1.753 -2.770 -2.129 0.11
H 1.088 -3.933 -3.678 0.02
```

**Gap between HOMO and LUMO**: 9.9 eV
**SMILES string**: [H]/N=C/N.CNC

---

Arrangement three

The following is a quantum chemistry calculation of 2 unconnected molecules or ions with the total composition C3H11N3, from the OMol25 dataset.

```
17
Properties=species:S:1:pos:R:3:lowdin_charge:R:1
C 2.914 -1.456 -0.255 -0.16
C 2.667 0.467 0.906 -0.09
N 1.994 -0.519 0.448 -0.11
H 3.907 -1.527 0.363 0.10
H 2.304 -2.347 -0.374 0.05
H 3.131 -1.040 -1.286 0.09
H 3.494 0.242 1.538 0.04
H 2.589 1.552 0.661 0.09
N -2.033 0.248 -1.197 -0.01
C -2.529 0.202 0.242 -0.28
N -3.198 1.567 0.535 -0.02
H -2.570 -0.501 -1.603 0.04
H -1.089 -0.091 -1.370 0.05
H -1.768 0.038 0.998 0.09
H -3.204 -0.585 0.404 0.07
H -3.988 1.519 -0.074 0.03
H -2.621 2.232 0.061 0.03
```

**Gap between HOMO and LUMO**: 9.1 eV
**SMILES string**: C=NC.NCN

---

Which is the most stable structure? arrangement one is the most stable.